# C2H2S

A single C2H2S molecule in a non-equilibrium geometry (ωB97M-V/def2-TZVPD, the OMol25 dataset).

Atoms and positions in Å:
C1 0.43 -0.50 -0.21
C2 -0.40 0.25 0.48
S1 -0.19 1.18 -0.93
H1 0.88 -1.33 -0.77
H2 -0.71 0.40 1.42

Computed properties:
Relative energy (zero: lowest compared OMol25 entry of this formula, charge and spin) (kJ/mol): 171.87
Maximum force (eV Å⁻¹): 4.6
HOMO (Eh): -0.285
SMILES string: C1=CS1
LUMO level (eV): 0.89

The computed Löwdin charges, all in e, follow: -0.235, -0.537, 0.672, 0.078, 0.024

=====

# C19H23N4

A gas-phase ion, C19H23N4 (charge +1) in a non-equilibrium geometry (ωB97M-V/def2-TZVPD, the OMol25 dataset).

Atoms and positions in Å:
C1 -3.10 3.26 0.25
N1 -2.08 2.20 0.24
C2 -0.85 2.46 -0.36
C3 -0.57 3.82 -0.83
C4 0.69 4.20 -1.29
C5 1.63 3.18 -1.33
C6 1.38 1.86 -0.96
C7 0.13 1.45 -0.54
C8 -0.20 -0.02 -0.35
C9 -1.63 -0.22 0.14
C10 -2.54 0.87 0.27
C11 -3.94 0.59 0.45
C12 -4.45 -0.67 0.67
C13 -3.48 -1.69 0.67
C14 -2.14 -1.48 0.40
H1 -3.80 3.07 1.09
H2 -2.64 4.26 0.34
H3 -3.64 3.17 -0.72
H4 -1.35 4.55 -0.94
H5 0.84 5.19 -1.72
H6 2.63 3.48 -1.67
H7 2.20 1.18 -0.90
H8 0.03 -0.72 -1.27
H9 -4.69 1.39 0.33
H10 -5.52 -0.87 0.69
H11 -3.86 -2.68 0.91
H12 -1.47 -2.31 0.50
C15 1.75 -1.60 -2.23
N2 2.05 -2.03 -0.85
C16 3.15 -2.98 -0.62
C17 3.23 -3.06 0.89
N3 2.24 -2.11 1.32
C18 2.01 -1.87 2.77
C19 1.61 -1.52 0.32
N4 0.73 -0.50 0.60
H13 1.17 -0.66 -2.33
H14 2.70 -1.47 -2.76
H15 1.20 -2.40 -2.75
H16 2.89 -3.96 -1.04
H17 4.07 -2.55 -1.06
H18 2.97 -4.08 1.27
H19 4.22 -2.75 1.31
H20 1.44 -0.95 3.00
H21 1.52 -2.75 3.25
H22 3.00 -1.84 3.28
H23 0.44 -0.45 1.56

Computed properties:
Relative energy (zero: lowest compared OMol25 entry of this formula, charge and spin) (kJ/mol): 43.67
Maximum force (eV Å⁻¹): 3.6
HOMO (Eh): -0.373
SMILES string: CN1CCN(C)C1=[NH+]C1c2ccccc2N(C)c2ccccc21
LUMO level (eV): -2.30
Total charge: +1

The computed Löwdin charges, all in e, follow: -0.040, -0.071, -0.111, -0.005, -0.068, -0.094, -0.050, -0.104, -0.218, -0.101, -0.114, -0.020, -0.059, -0.083, -0.049, 0.099, 0.087, 0.115, 0.087, 0.119, 0.111, 0.101, 0.145, 0.102, 0.115, 0.103, 0.106, -0.012, -0.055, -0.089, -0.106, -0.087, 0.019, -0.238, 0.149, 0.087, 0.099, 0.110, 0.142, 0.141, 0.145, 0.147, 0.095, 0.110, 0.107, 0.135

=====

# C3H5BrO

A single C3H5BrO molecule in a non-equilibrium geometry (ωB97M-V/def2-TZVPD, the OMol25 dataset).

Atoms and positions in Å:
C1 -0.08 -1.50 0.40
C2 0.55 -0.45 -0.13
C3 -0.30 0.85 -0.56
O1 -0.13 1.99 0.32
Br1 2.52 -0.14 -0.24
H1 0.48 -2.40 0.71
H2 -1.16 -1.56 0.33
H3 -0.05 1.21 -1.55
H4 -1.33 0.30 -0.52
H5 -0.50 1.69 1.25

Computed properties:
Relative energy (zero: lowest compared OMol25 entry of this formula, charge and spin) (kJ/mol): 86.73
Maximum force (eV Å⁻¹): 3.4
HOMO (Eh): -0.362
SMILES string: C=C(Br)CO
LUMO level (eV): 0.67

The computed Löwdin charges, all in e, follow: -0.045, -0.649, -0.290, -0.122, 0.603, 0.072, 0.059, 0.101, 0.119, 0.152

=====

# C3H3BrN2OS

A single C3H3BrN2OS molecule in a non-equilibrium geometry (ωB97M-V/def2-TZVPD, the OMol25 dataset).

Atoms and positions in Å:
C1 -0.52 1.54 -1.56
C2 -0.49 2.31 -3.19
C3 0.09 -0.03 0.10
N1 -1.23 2.29 -0.80
N2 -1.14 3.40 -3.09
O1 -0.02 0.33 -1.29
S1 -1.72 3.70 -1.58
Br1 0.26 1.50 -4.69
H1 -0.51 0.65 0.63
H2 1.10 -0.04 0.20
H3 -0.18 -1.05 0.11

Computed properties:
Relative energy (zero: lowest compared OMol25 entry of this formula, charge and spin) (kJ/mol): 0.00
Maximum force (eV Å⁻¹): 4.3
HOMO (Eh): -0.321
SMILES string: COc1nsnc1Br
LUMO level (eV): 0.65

The computed Löwdin charges, all in e, follow: -0.393, -0.787, 0.004, -0.258, -0.364, -0.077, 0.906, 0.744, 0.071, 0.066, 0.090

=====

# C3H9NO2

A molecular structure, C3H9NO2 in a non-equilibrium geometry (ωB97M-V/def2-TZVPD, the OMol25 dataset).

Atoms and positions in Å:
C1 -0.89 -0.55 -0.53
C2 -2.23 -0.15 -0.64
C3 -2.87 0.59 0.28
O1 2.99 -1.04 -0.24
N1 -0.14 -0.17 0.51
H1 -0.50 -1.26 -1.28
H2 0.73 0.35 0.22
H3 -2.69 -0.33 -1.60
H4 -3.94 0.76 0.24
H5 -2.29 1.01 1.09
H6 2.89 1.83 0.67
H7 0.12 -0.96 1.11
H8 3.72 -1.20 -0.83
H9 2.78 0.06 0.32
O2 2.31 1.07 0.69

Computed properties:
Relative energy (zero: lowest compared OMol25 entry of this formula, charge and spin) (kJ/mol): 593.08
Maximum force (eV Å⁻¹): 1.7
HOMO (Eh): -0.274
LUMO level (eV): -3.41

The computed Löwdin charges, all in e, follow: -0.049, -0.105, 0.173, -0.360, 0.080, 0.148, 0.087, 0.109, 0.088, 0.093, -0.013, 0.148, -0.071, -0.068, -0.261

=====

# C38H32BBrN8O2Pt

A molecular structure, C38H32BBrN8O2Pt in a non-equilibrium geometry (ωB97M-V/def2-TZVPD, the OMol25 dataset).

Atoms and positions in Å:
Pt1 0.07 -0.05 -0.30
C1 1.78 -4.27 0.10
C2 1.30 -3.06 -0.38
N1 0.85 -2.12 0.44
C3 0.91 -2.33 1.77
C4 1.37 -3.58 2.22
N2 1.78 -4.52 1.40
C5 0.63 -1.19 2.65
C6 0.87 -1.24 4.02
C7 0.84 -0.07 4.77
C8 0.49 1.10 4.11
C9 0.24 1.07 2.75
N3 0.27 -0.05 2.04
C10 0.08 2.31 1.97
C11 -0.09 3.57 2.56
N4 -0.06 4.68 1.85
C12 0.14 4.59 0.54
C13 0.25 3.35 -0.07
N5 0.20 2.24 0.64
C14 1.30 -0.07 6.17
C15 1.03 -1.14 7.03
C16 1.57 -1.12 8.31
N6 2.34 -0.13 8.73
C17 2.61 0.89 7.93
C18 2.10 0.97 6.64
H1 2.16 -5.04 -0.55
H2 1.28 -2.86 -1.44
H3 1.39 -3.82 3.28
H4 1.17 -2.16 4.48
H5 0.46 2.04 4.65
H6 -0.27 3.69 3.62
H7 0.20 5.52 -0.01
H8 0.37 3.27 -1.14
H9 0.39 -1.95 6.72
H10 1.39 -1.93 9.01
H11 3.24 1.67 8.34
H12 2.36 1.80 6.00
O1 2.86 0.88 -1.13
B1 1.83 0.01 -1.31
O2 2.04 -0.86 -2.35
C19 3.27 -0.50 -2.88
C20 3.95 -1.03 -3.95
C21 5.18 -0.45 -4.25
C22 5.69 0.60 -3.50
C23 5.00 1.13 -2.41
C24 3.78 0.56 -2.13
H13 3.55 -1.85 -4.53
H14 5.75 -0.84 -5.08
H15 6.65 1.01 -3.76
H16 5.40 1.95 -1.82
C25 -4.29 -0.57 -1.50
N7 -4.17 0.66 -0.76
C26 -5.30 1.57 -0.80
C27 -2.87 1.11 -0.40
C28 -2.00 1.62 -1.56
C29 -2.52 2.60 -2.41
C30 -1.75 3.14 -3.43
C31 -0.46 2.68 -3.63
C32 0.06 1.70 -2.81
C33 -0.69 1.18 -1.75
H17 -5.35 -0.81 -1.64
H18 -3.82 -1.39 -0.96
H19 -3.82 -0.50 -2.50
H20 -6.14 1.14 -0.25
H21 -5.64 1.75 -1.83
H22 -5.04 2.52 -0.34
H23 -2.33 0.28 0.10
H24 -2.99 1.93 0.32
H25 -3.53 2.95 -2.27
H26 -2.16 3.91 -4.07
H27 0.15 3.08 -4.43
H28 1.06 1.35 -3.01
Br1 -0.41 -2.66 -5.52
C34 -0.89 -2.82 -3.70
C35 -1.22 -4.05 -3.15
C36 -1.58 -4.09 -1.81
C37 -1.56 -2.92 -1.08
N8 -1.20 -1.74 -1.61
C38 -0.89 -1.69 -2.91
H29 -1.21 -4.95 -3.75
H30 -1.88 -5.01 -1.34
H31 -1.85 -2.92 -0.04
H32 -0.66 -0.72 -3.33

Computed properties:
Relative energy (zero: lowest compared OMol25 entry of this formula, charge and spin) (kJ/mol): 286.22
Maximum force (eV Å⁻¹): 3.0
HOMO (Eh): -0.470
LUMO level (eV): -8.09
Total charge: +2

The computed Löwdin charges, all in e, follow: 1.356, -0.050, -0.097, 0.017, -0.159, -0.032, 0.129, -0.177, 0.081, -0.105, 0.080, -0.190, 0.053, -0.152, -0.029, 0.129, -0.041, -0.046, 0.116, -0.177, -0.003, -0.107, 0.082, -0.107, -0.001, 0.130, 0.110, 0.125, 0.120, 0.122, 0.130, 0.132, 0.111, 0.117, 0.119, 0.119, 0.115, 0.188, -0.674, 0.128, -0.174, 0.026, -0.051, -0.051, 0.029, -0.171, 0.127, 0.118, 0.118, 0.131, -0.069, -0.273, -0.079, -0.171, -0.213, 0.000, -0.036, -0.048, -0.120, -0.260, 0.097, 0.066, 0.089, 0.092, 0.090, 0.088, 0.087, 0.130, 0.118, 0.121, 0.124, 0.106, 0.835, -0.641, -0.056, -0.018, -0.156, 0.025, -0.170, 0.125, 0.129, 0.127, 0.099

=====

no.,HOMO-LUMO gap (eV),electronic energy (eV)
1,8.641,-12938.20513
2,7.837,-26030.10372
3,10.528,-75280.38167
4,9.395,-89062.84525
5,4.037,-8836.80837
6,4.697,-129892.49853